# 1
45
Properties=species:S:1:pos:R:3:forces:R:3 method="wB97M-V/def2-TZVPD" gap_ev=8.4 e_above_lowest_kcal_mol=28.7
C -0.8576 0.0477 2.2483 0.115 0.154 -0.202
C -1.1235 0.9189 1.0491 0.718 -0.089 0.424
N -0.2487 1.6179 0.4380 -0.465 0.339 -0.569
N 1.0471 1.5846 0.7831 -0.155 -0.635 0.939
C 1.9801 2.3418 0.1234 0.273 0.100 0.290
O 1.7034 3.1639 -0.7138 0.065 0.096 -0.257
C 3.4031 2.0140 0.5522 0.020 0.050 -0.222
C 4.1307 1.2685 -0.5761 -0.287 -0.109 -0.024
C 3.2819 0.1351 -1.1603 0.246 0.126 -0.145
N 2.8054 -0.7447 -0.1185 0.440 -0.058 0.241
C 1.6279 -1.4667 -0.1818 -0.259 -0.152 0.056
C 1.4513 -2.5297 0.7112 0.031 -0.058 0.022
C 0.2594 -3.2245 0.7496 0.087 -0.035 -0.010
C -0.7832 -2.8819 -0.0956 -0.113 0.011 -0.011
C -0.6295 -1.8324 -0.9921 -0.042 -0.125 0.106
C -1.7289 -1.4602 -1.9397 0.014 -0.039 -0.067
C 0.5691 -1.1358 -1.0274 0.224 0.028 -0.035
C -2.4786 0.9784 0.4948 -0.661 0.113 -0.346
C -2.8554 2.0351 -0.3379 -0.040 -0.188 0.128
C -4.1331 2.0450 -0.8665 0.269 0.195 -0.017
N -5.0308 1.1007 -0.6307 -0.492 -0.075 -0.181
C -4.6734 0.0949 0.1480 0.000 -0.183 0.121
C -3.4239 -0.0191 0.7348 0.204 0.252 -0.035
H -0.5041 -0.9352 1.9349 0.033 -0.095 0.017
H -0.1037 0.5004 2.8927 0.031 -0.005 0.052
H -1.7643 -0.0759 2.8329 -0.012 -0.030 0.058
H 1.3696 0.8975 1.4616 -0.024 0.176 -0.313
H 3.9265 2.9489 0.7553 -0.089 -0.005 0.061
H 3.4015 1.4083 1.4586 0.013 0.048 0.022
H 5.0737 0.8740 -0.1910 0.051 0.035 -0.041
H 4.3563 1.9671 -1.3819 0.082 -0.008 -0.002
H 3.8750 -0.4104 -1.9105 -0.172 0.089 0.005
H 2.4252 0.5751 -1.6690 0.056 -0.026 -0.022
H 3.5477 -1.2219 0.3751 -0.116 0.001 -0.056
H 2.2605 -2.8044 1.3747 0.076 -0.015 0.075
H 0.1428 -4.0423 1.4465 0.001 -0.064 0.052
H -1.7122 -3.4311 -0.0616 -0.117 -0.051 -0.008
H -1.7688 -0.3822 -2.0809 -0.060 0.081 -0.031
H -1.5514 -1.9212 -2.9120 -0.036 0.000 -0.079
H -2.6941 -1.8019 -1.5739 -0.071 0.009 -0.015
H 0.6582 -0.3191 -1.7263 0.014 0.125 -0.050
H -2.1464 2.8172 -0.5535 0.046 0.106 -0.050
H -4.4629 2.8482 -1.5125 0.073 0.113 -0.034
H -5.4312 -0.6616 0.3089 0.009 -0.110 0.069
H -3.1908 -0.8809 1.3398 0.020 -0.092 0.086

=====

# 2
15
Properties=species:S:1:pos:R:3:forces:R:3 method="wB97M-V/def2-TZVPD" total_charge=+1 gap_ev=11.8 e_above_lowest_kcal_mol=30.4
C -2.5429 -0.2354 0.3827 -0.378 -0.607 -0.116
O -1.3789 0.5751 0.2074 0.206 0.305 -0.181
H -2.7143 -0.8048 -0.5276 0.250 -0.037 -0.072
H -2.4140 -0.9303 1.2106 0.072 0.060 0.054
H -3.4474 0.3385 0.5316 -0.014 0.407 0.161
H -1.4395 1.3725 0.7409 -0.162 -0.031 0.096
C 1.7656 0.3200 0.0943 -0.985 -0.730 0.440
C 2.3318 -0.7946 0.5062 0.568 0.052 0.118
N 0.9480 0.3545 -1.1332 -0.385 0.664 0.352
H 1.5005 1.1042 0.7900 0.716 0.564 -0.366
H 2.9645 -0.7485 1.3868 -0.419 -0.117 0.157
H 2.2452 -1.7636 0.0314 0.280 0.142 -0.425
H 1.1335 1.2091 -1.6603 0.312 -0.140 -0.214
H 1.1131 -0.4562 -1.7277 -0.132 0.014 -0.020
H -0.0652 0.4595 -0.8331 0.070 -0.546 0.015

=====

# 3
12
Properties=species:S:1:pos:R:3:forces:R:3 method="wB97M-V/def2-TZVPD" gap_ev=6.2 e_above_lowest_kcal_mol=135.2 smiles="C=NC(=C)C"
C -1.9537 -0.2324 0.6678 2.658 0.892 1.429
N -0.5577 -0.3161 0.7126 -3.189 1.679 -1.098
C 0.4906 -0.2079 -0.0414 -0.413 1.038 1.643
C -0.1135 -0.6162 -1.2464 0.424 -1.759 -1.389
C 1.7563 0.5179 0.3263 0.030 -0.781 -0.495
H -2.3930 -0.1237 1.6568 0.129 -0.669 0.033
H -2.3094 0.5335 -0.0209 -0.070 -0.450 -0.458
H -0.8471 -0.0567 -1.8182 -0.518 0.434 1.073
H -0.2993 -1.6869 -1.3525 1.003 0.017 -0.782
H 1.7161 1.4809 -0.1950 0.050 -0.178 -0.132
H 2.6012 -0.0528 -0.0638 0.213 0.211 0.028
H 1.9095 0.7604 1.3748 -0.316 -0.435 0.147

=====

# 4
97
Properties=species:S:1:pos:R:3:forces:R:3 method="wB97M-V/def2-TZVPD" multiplicity=2 total_charge=-1 gap_ev="2.9 / 6.9" s2=0.753
Cl 2.2483 -1.2809 1.9895 0.206 0.480 0.679
C 3.4471 -0.7342 3.2340 -0.149 -0.380 -0.574
C 4.5810 -1.7002 3.2074 1.065 -0.982 -0.036
Cl 5.6472 -1.6708 1.7227 -0.566 0.155 0.643
H 3.0289 -0.8320 4.2358 -0.407 0.192 -0.167
H 3.7303 0.3000 3.0380 -0.080 -0.145 -0.052
H 4.1906 -2.7156 3.2764 -0.060 0.062 -0.275
H 5.2560 -1.6234 4.0598 0.030 0.503 -0.072
Cl -3.3785 5.9660 -2.2581 0.761 0.007 0.366
C -2.0101 4.7861 -2.0175 -1.015 -1.170 -0.753
C -2.3308 3.6782 -0.9638 1.627 1.265 -0.044
Cl -3.9038 3.0065 -1.1746 -1.047 -0.476 -0.288
H -1.0417 5.2863 -2.0116 -0.241 0.192 0.916
H -1.9898 4.2662 -2.9753 -0.151 -0.068 -0.076
H -2.2402 4.0000 0.0737 0.021 0.068 -0.238
H -1.6023 2.8809 -1.1106 0.048 -0.018 0.200
C 0.6307 0.4153 -0.2424 -0.844 -0.723 0.834
N -0.6578 0.1318 0.5259 7.523 1.300 -2.055
O -1.1508 -0.9399 0.2969 -3.363 -5.781 -0.809
O -1.1714 1.1127 1.0147 -3.111 4.295 2.210
H 0.4593 0.9711 -1.1642 -0.135 0.468 0.088
H 1.0490 -0.5433 -0.5491 0.052 0.020 0.136
H 1.2963 0.9338 0.4478 0.031 0.247 -0.303
C 1.6043 -3.6680 -1.0033 -0.295 -0.481 -0.359
N 0.9264 -5.0415 -0.9157 -0.035 0.033 -0.364
O 1.5755 -6.0529 -1.1544 0.019 0.832 0.298
O -0.2754 -5.0548 -0.7055 0.629 0.042 0.150
H 2.0720 -3.6263 -1.9870 -0.113 -0.032 0.073
H 2.3945 -3.5516 -0.2615 -0.276 -0.323 0.142
H 0.8147 -2.9219 -0.9145 0.162 -0.089 0.171
C -1.8754 -2.8312 -1.7828 0.371 -0.769 -0.466
N -3.0539 -1.9945 -2.0906 -0.333 0.450 -1.565
O -2.9066 -0.7801 -2.0658 -0.534 -1.031 0.140
O -4.0397 -2.5767 -2.5601 0.592 0.682 0.852
H -1.9615 -3.7586 -2.3491 -0.500 0.021 0.128
H -1.8116 -3.0846 -0.7247 0.159 0.693 -0.286
H -1.0257 -2.3164 -2.2313 0.093 0.255 0.794
C 4.6657 -0.9906 -1.5660 1.153 0.092 0.591
O 4.5187 -2.2945 -2.0990 1.094 -2.085 -0.897
C 5.5900 -3.0841 -2.5306 1.119 2.534 0.073
O 6.7838 -2.7485 -2.5621 -2.959 -0.968 0.231
O 5.0512 -4.2034 -2.9940 -0.448 -0.260 0.361
C 5.8620 -5.1742 -3.6743 0.341 0.730 -0.298
H 5.6651 -0.8587 -1.1514 0.116 -0.067 -0.044
H 3.9710 -0.9138 -0.7296 -0.208 0.146 -0.337
H 4.5369 -0.2157 -2.3217 -0.366 -0.177 -0.096
H 6.7243 -5.4663 -3.0748 -0.139 -0.017 0.000
H 6.1963 -4.7087 -4.6015 0.272 -0.088 -0.005
H 5.2337 -6.0222 -3.9467 -0.092 0.183 0.444
C -5.7823 -0.2436 0.5696 -0.995 -0.149 -0.009
O -5.0356 -1.4206 0.2497 0.160 -1.426 0.236
C -4.6354 -2.2780 1.2294 0.987 2.314 1.051
O -4.8060 -2.0560 2.4187 -0.056 -1.086 -1.354
O -3.8337 -3.2261 0.6988 -2.434 0.740 -2.252
C -2.9636 -3.8935 1.5077 1.655 0.046 3.263
H -6.0852 -0.1659 1.6137 0.977 0.116 0.208
H -6.7649 -0.2798 0.0991 0.025 -0.460 -0.569
H -5.2928 0.6240 0.1270 0.399 -0.146 0.536
H -2.3083 -3.1264 1.9203 0.448 -0.070 0.135
H -2.3134 -4.6694 1.1035 -0.582 0.260 -1.151
H -3.4280 -4.3459 2.3839 -0.468 -0.056 -0.029
C -5.0287 4.8191 5.7157 -1.010 -0.225 -1.046
O -4.3651 3.5741 5.5444 0.729 -0.087 0.451
C -4.2194 2.9968 4.3233 0.006 0.140 -1.064
O -4.8333 3.2983 3.2925 1.548 -0.731 2.483
O -3.2459 2.0572 4.5040 -1.832 1.590 -0.065
C -2.8682 1.2873 3.3702 0.389 -0.282 -1.277
H -4.6381 5.5824 5.0427 -0.022 -0.099 -0.141
H -4.9850 5.2141 6.7306 0.556 -0.669 0.106
H -6.0810 4.6297 5.5039 -0.135 0.424 -0.185
H -2.1527 0.5547 3.7437 -0.307 -0.020 -0.155
H -2.3782 1.8526 2.5774 0.226 0.314 0.406
H -3.7042 0.8438 2.8295 -0.205 -0.313 0.558
C -1.1486 5.1434 2.4046 -1.333 -1.019 0.217
O 0.1845 4.8190 2.7461 1.184 0.512 0.802
C 1.0006 4.0808 1.9700 -0.863 0.715 -2.112
O 0.6774 3.4961 0.9743 -0.108 -0.146 0.169
O 2.2592 4.2881 2.3349 1.426 0.420 1.788
C 3.3743 3.6825 1.6601 -1.012 -0.703 -1.310
H -1.3456 5.4584 1.3799 0.561 -0.143 -0.055
H -1.5703 5.8928 3.0745 0.933 0.451 0.099
H -1.7965 4.3054 2.6615 0.054 -0.444 -0.557
H 3.2842 2.5965 1.6333 -0.124 -0.078 0.319
H 4.3565 3.9484 2.0509 -0.593 0.412 0.641
H 3.3558 3.9628 0.6069 -0.064 0.226 -0.050
C -0.2403 1.1989 -3.7093 -1.027 -0.142 0.533
O 0.9079 0.6445 -4.3581 1.108 -0.463 0.055
C 1.5742 -0.4948 -4.0241 -2.476 -1.800 2.297
O 1.3367 -1.2627 -3.0500 1.129 2.771 -3.339
O 2.4105 -0.7304 -5.0475 -0.253 0.785 0.167
C 3.2244 -1.8661 -5.0684 0.494 -1.901 0.082
H -0.1034 2.1986 -3.2971 1.014 -0.115 0.111
H -0.6678 0.5881 -2.9141 0.253 -0.324 -0.145
H -1.0183 1.3867 -4.4493 0.149 -0.564 -0.375
H 3.3210 -2.2931 -6.0667 -0.152 0.869 -0.491
H 2.8109 -2.7381 -4.5616 -0.206 0.429 0.747
H 4.2375 -1.6898 -4.7071 -0.173 0.312 0.210